{"formula": "C5H11O2", "method": "wB97M-V/def2-TZVPD", "elements": ["C", "C", "H", "H", "H", "H", "H", "H", "C", "C", "C", "O", "O", "H", "H", "H", "H", "H"], "coordinates": [[1.211, 0.374, -1.633], [0.126, 1.376, -2.110], [1.632, 0.644, -0.676], [0.811, -0.580, -1.279], [2.014, 0.176, -2.335], [-0.466, 1.651, -1.236], [-0.556, 0.839, -2.767], [0.607, 2.249, -2.540], [-0.956, -0.565, 1.918], [-1.087, -0.991, 0.471], [0.594, -0.380, 2.305], [1.348, -1.367, 2.426], [0.900, 0.837, 2.370], [-1.304, 0.472, 1.937], [-1.280, -1.227, 2.733], [-0.519, -1.893, 0.267], [-0.948, -0.245, -0.292], [-2.129, -1.369, 0.439]], "lowdin_charge": [-0.168, -0.158, 0.061, 0.041, 0.051, 0.053, 0.054, 0.051, -0.194, -0.139, -0.760, -0.100, -0.123, 0.083, 0.095, 0.065, 0.027, 0.060], "max_force_ev_per_a": 3.0, "total_charge": -1, "e_homo_ev": -3.61, "relative_energy_kj_mol": 80.06}